[1]
Density functional theory data (wB97M-V/def2-TZVPD) for the molecule C5H8N2.

Cartesian coordinates (Å):
C1 -1.257 0.878 -0.689
C2 -0.173 0.088 0.024
C3 1.260 0.317 -0.492
C4 2.010 -0.946 -0.519
N1 2.585 -1.949 -0.557
C5 -0.360 -0.246 1.459
N2 -0.381 -1.290 0.447
H1 -1.119 1.959 -0.554
H2 -1.259 0.677 -1.767
H3 -2.247 0.625 -0.293
H4 1.799 1.037 0.136
H5 1.250 0.726 -1.509
H6 -1.301 0.047 1.924
H7 0.496 -0.260 2.133
H8 -1.302 -1.662 0.256

Output
SMILES string: C[C@@]1(CC#N)CN1
E: -304.780762 hartree
Energy above the lowest of the compared OMol25 structures with the same formula, charge and spin: 1.489 eV
Orbital gap: 10.567 eV

---

[2]
Density functional theory data (wB97M-V/def2-TZVPD) for the molecule C5H6O.

Cartesian coordinates (Å):
C1 -1.151 -0.344 -0.821
C2 -0.785 1.007 -0.324
C3 -0.763 -0.178 0.619
C4 0.710 -0.400 0.855
O1 1.401 -0.815 -0.345
C5 1.330 0.525 -0.061
H1 -0.492 -0.915 -1.473
H2 -2.212 -0.474 -1.021
H3 0.287 1.446 -0.559
H4 -1.477 -0.297 1.428
H5 1.131 -0.772 1.785
H6 2.219 1.148 -0.049

Output
E: -269.110909 hartree
Energy above the lowest of the compared OMol25 structures with the same formula, charge and spin: 6.404 eV
Orbital gap (alpha / beta): 8.628 / 8.629 eV

---

[3]
Density functional theory data (wB97M-V/def2-TZVPD) for a structure of composition C5H8N2.

Cartesian coordinates (Å):
C1 1.629 -0.261 -0.579
C2 0.631 0.405 0.245
C3 -0.568 1.360 -0.326
N1 -1.499 1.098 0.673
C4 -0.050 -0.840 0.784
C5 -1.073 -1.505 0.024
N2 -1.848 -2.079 -0.624
H1 1.263 -0.796 -1.457
H2 2.663 0.084 -0.668
H3 1.110 -1.404 0.376
H4 1.069 0.939 1.088
H5 -0.821 1.046 -1.349
H6 -0.190 2.388 -0.330
H7 -2.284 0.573 0.286
H8 -0.033 -1.008 1.858

Output
E: -304.612410 hartree
Energy above the lowest of the compared OMol25 structures with the same formula, charge and spin: 6.070 eV
Orbital gap (alpha / beta): 8.993 / 7.855 eV

---

[4]
Density functional theory data (wB97M-V/def2-TZVPD) for a structure of composition C30H35BO2.

Cartesian coordinates (Å):
C1 1.645 3.206 -0.145
C2 0.978 2.005 -0.797
C3 -0.035 2.731 -1.685
C4 2.018 0.987 -1.410
C5 1.401 0.322 -2.604
C6 3.405 1.546 -1.701
O1 2.109 -0.087 -0.449
B1 0.788 -0.204 -0.011
C7 0.413 -1.326 0.991
C8 -0.811 -1.324 1.666
C9 -1.105 -2.286 2.628
C10 -0.131 -3.218 3.005
C11 1.116 -3.201 2.381
C12 1.395 -2.253 1.390
C13 1.875 1.428 2.347
C14 0.960 1.478 3.386
C15 1.099 0.541 4.465
C16 0.511 0.816 5.689
C17 -0.366 1.913 5.804
C18 -0.690 2.708 4.694
C19 -0.091 2.466 3.466
O2 0.197 1.093 0.055
H1 1.724 3.980 -0.923
H2 1.033 3.622 0.658
H3 2.662 3.057 0.206
H4 0.382 2.968 -2.677
H5 -0.977 2.207 -1.782
H6 -0.316 3.684 -1.208
H7 1.518 0.904 -3.518
H8 1.775 -0.703 -2.703
H9 0.239 0.122 -2.302
H10 3.354 2.211 -2.579
H11 3.848 2.119 -0.874
H12 4.096 0.719 -1.919
H13 -1.534 -0.532 1.447
H14 -2.078 -2.279 3.129
H15 -0.345 -3.947 3.809
H16 1.901 -3.899 2.703
H17 2.396 -2.199 0.959
H18 2.428 0.490 2.224
H19 2.202 2.331 1.857
H20 1.751 -0.324 4.301
H21 0.744 0.183 6.546
H22 -0.836 2.113 6.768
H23 -1.415 3.526 4.789
H24 -0.361 2.998 2.550
C20 -0.799 -1.091 -3.801
C21 -0.964 0.162 -4.659
C22 -1.983 0.955 -3.872
C23 -2.035 0.519 -2.575
C24 -1.009 -0.540 -2.333
C25 -1.495 -1.639 -1.460
C26 -2.734 -1.557 -0.793
C27 -3.570 -2.677 -0.735
C28 -3.100 -3.903 -1.219
C29 -1.750 -4.044 -1.546
C30 -0.922 -2.921 -1.573
H25 -1.602 -1.802 -4.076
H26 0.186 -1.574 -3.925
H27 0.005 0.697 -4.663
H28 -1.205 -0.015 -5.717
H29 -2.526 1.809 -4.297
H30 -2.693 0.874 -1.766
H31 -3.079 -0.608 -0.387
H32 -4.585 -2.559 -0.363
H33 -3.796 -4.740 -1.315
H34 -1.366 -5.020 -1.848
H35 0.152 -3.020 -1.706

Output
E: -1339.272030 hartree
Energy above the lowest of the compared OMol25 structures with the same formula, charge and spin: 3.942 eV
Orbital gap: 2.330 eV

---

[5]
Density functional theory data (wB97M-V/def2-TZVPD) for the molecule C20H20BO2PS.

Cartesian coordinates (Å):
S1 0.643 -0.554 -1.777
O1 -2.005 -2.717 -1.099
O2 -1.647 -0.336 0.789
B1 -1.512 0.922 0.145
C1 -4.446 2.541 -2.702
C2 1.886 3.430 1.531
C3 4.405 -3.410 1.219
C4 -3.139 2.974 -2.711
C5 -4.740 1.444 -1.911
C6 0.778 3.158 2.341
C7 1.847 2.879 0.279
C8 3.304 -4.145 1.473
C9 4.366 -2.167 0.619
C10 -2.181 2.502 -1.866
C11 -3.804 0.998 -0.972
C12 -0.283 2.501 1.820
C13 0.767 2.217 -0.254
C14 2.121 -3.658 0.986
C15 3.147 -1.657 0.293
C16 -2.522 1.508 -0.968
C17 -0.310 1.919 0.591
C18 2.001 -2.422 0.467
C19 -0.707 -3.192 -0.812
C20 -0.431 -0.966 1.257
P1 0.399 -1.832 -0.152
H1 -2.154 -1.942 -0.497
H2 -5.173 2.868 -3.445
H3 2.757 3.878 2.023
H4 5.384 -3.819 1.509
H5 -2.921 3.640 -3.481
H6 -5.684 0.917 -1.982
H7 0.847 3.620 3.365
H8 2.808 2.939 -0.234
H9 3.442 -5.167 2.043
H10 5.273 -1.624 0.574
H11 -1.091 2.810 -1.925
H12 -3.925 0.197 -0.249
H13 -0.945 2.157 2.555
H14 0.856 1.914 -1.323
H15 1.201 -4.261 1.082
H16 3.072 -0.838 -0.389
H17 -0.250 -3.460 -1.791
H18 -0.887 -3.984 -0.116
H19 -0.690 -1.654 2.018
H20 0.143 -0.128 1.677

Output
SMILES string: OC[P@@](=S)(COB(c1ccccc1)c1ccccc1)c1ccccc1
E: -1688.977705 hartree
Energy above the lowest of the compared OMol25 structures with the same formula, charge and spin: 1.529 eV
Orbital gap: 8.664 eV